(1)
Computed, not measured: 2 unconnected molecules or ions with the total composition C6H12O, with the ωB97M-V functional and the def2-TZVPD basis.

Geometry as XYZ:
```
19
Properties=species:S:1:pos:R:3:nbo_charge:R:1
C -1.56 -0.87 1.47 -0.397
C -0.90 -1.34 0.41 -0.176
C -0.87 -0.71 -0.96 -0.438
C -1.69 0.56 -1.12 -0.617
H -2.15 0.04 1.41 0.195
H -1.52 -1.39 2.42 0.198
H -0.32 -2.25 0.53 0.190
H 0.18 -0.49 -1.21 0.199
H -1.20 -1.47 -1.68 0.209
H -1.61 0.94 -2.14 0.208
H -2.75 0.36 -0.91 0.206
H -1.34 1.33 -0.43 0.220
C 2.58 0.21 0.17 -0.730
C 1.79 1.46 0.49 0.442
O 0.77 1.48 1.13 -0.517
H 1.96 -0.67 0.34 0.237
H 3.45 0.17 0.83 0.241
H 2.94 0.24 -0.86 0.227
H 2.24 2.40 0.10 0.100
```

Calculated values
DFT total energy = -8462.936 eV
E_LUMO = 1.00 eV
HOMO level = -9.28 eV
relative energy (zero: lowest compared OMol25 entry of this formula, charge and spin) = 32.71 kcal per mole
Kohn-Sham gap = 10.3 eV

(2)
Computed, not measured: 2 unconnected molecules or ions with the total composition C5H14 at a distorted geometry, with the ωB97M-V functional and the def2-TZVPD basis.

Geometry as XYZ:
```
19
Properties=species:S:1:pos:R:3:nbo_charge:R:1
C 0.50 0.67 2.49 -0.585
C 1.05 0.66 0.98 -0.412
C 0.66 1.95 0.34 -0.633
H 0.72 1.52 2.87 0.191
H 0.88 -0.27 2.88 0.209
H -0.59 0.45 2.59 0.204
H 2.15 0.56 0.87 0.204
H 0.63 -0.20 0.32 0.201
H 1.37 2.76 0.16 0.212
H 0.10 1.91 -0.61 0.211
H -0.18 2.47 0.92 0.197
C -0.32 -1.54 -2.07 -0.657
C -1.65 -1.68 -1.62 -0.660
H 0.51 -1.24 -1.44 0.223
H -0.26 -2.56 -2.41 0.220
H -0.01 -0.88 -2.86 0.219
H -2.65 -2.13 -2.13 0.223
H -2.17 -0.78 -1.34 0.206
H -2.00 -1.99 -0.55 0.227
```

Calculated values
DFT total energy = -5408.873 eV
E_LUMO = 1.05 eV
HOMO level = -10.59 eV
relative energy (zero: lowest compared OMol25 entry of this formula, charge and spin) = 73.25 kcal per mole
Kohn-Sham gap = 11.6 eV

(3)
Computed, not measured: a single C20H18ClN3O3S molecule, with the ωB97M-V functional and the def2-TZVPD basis.

Geometry as XYZ:
```
46
Properties=species:S:1:pos:R:3:nbo_charge:R:1
C -1.66 -3.73 -1.80 -0.640
C -1.01 -3.06 -0.63 -0.082
C 0.23 -3.49 -0.17 -0.182
C 0.85 -2.89 0.91 -0.244
C 0.23 -1.84 1.56 -0.203
C -1.01 -1.40 1.13 -0.278
C -1.63 -2.00 0.04 0.227
N -2.84 -1.50 -0.43 -0.896
S -3.85 -0.39 0.31 2.328
O -3.92 -0.65 1.72 -0.910
O -5.04 -0.42 -0.47 -0.921
C -2.97 1.16 0.08 -0.354
C -1.74 1.21 -0.53 -0.195
C -1.03 2.41 -0.57 -0.071
C 0.35 2.50 -1.14 0.645
O 0.79 3.52 -1.64 -0.614
N 1.06 1.35 -1.05 -0.603
C 2.45 1.26 -1.44 -0.252
C 3.31 0.98 -0.24 0.008
C 4.02 1.99 0.39 -0.253
C 4.76 1.67 1.53 0.045
N 4.80 0.46 2.05 -0.416
C 4.12 -0.50 1.45 0.039
C 3.36 -0.29 0.31 -0.263
C -1.62 3.56 -0.06 -0.146
C -2.87 3.52 0.53 -0.228
C -3.54 2.31 0.61 -0.006
Cl -5.08 2.17 1.35 0.071
H -1.81 -3.03 -2.62 0.217
H -2.63 -4.14 -1.52 0.220
H -1.04 -4.55 -2.16 0.230
H 0.72 -4.31 -0.67 0.212
H 1.82 -3.24 1.25 0.216
H 0.70 -1.36 2.41 0.224
H -1.52 -0.60 1.64 0.234
H -3.30 -2.00 -1.17 0.433
H -1.34 0.32 -0.99 0.239
H 0.70 0.58 -0.51 0.405
H 2.56 0.46 -2.18 0.205
H 2.71 2.22 -1.90 0.248
H 4.01 3.00 0.01 0.225
H 5.33 2.43 2.05 0.194
H 4.18 -1.48 1.91 0.191
H 2.81 -1.11 -0.14 0.220
H -1.07 4.49 -0.12 0.243
H -3.33 4.41 0.93 0.238
```

Calculated values
DFT total energy = -55002.980 eV
E_LUMO = 0.08 eV
HOMO level = -9.00 eV
relative energy (zero: lowest compared OMol25 entry of this formula, charge and spin) = 32.41 kcal per mole
Kohn-Sham gap = 9.1 eV

(4)
Computed, not measured: a single C4H3N3 molecule at a distorted geometry, with the ωB97M-V functional and the def2-TZVPD basis.

Geometry as XYZ:
```
10
Properties=species:S:1:pos:R:3:nbo_charge:R:1
C 0.02 -0.87 -0.11 -0.260
C 1.24 -0.32 0.02 -0.051
C -0.95 0.26 -0.16 -0.182
C -0.11 1.50 -0.03 0.013
N -2.15 -0.12 -0.09 0.126
N -3.12 -0.70 0.08 0.061
N 1.16 1.03 0.01 -0.573
H -0.15 -1.88 -0.09 0.221
H 2.26 -0.68 0.17 0.216
H 1.80 1.77 0.19 0.429
```

Calculated values
DFT total energy = -8662.449 eV
E_LUMO = -0.01 eV
HOMO level = -8.45 eV
relative energy (zero: lowest compared OMol25 entry of this formula, charge and spin) = 91.36 kcal per mole
Kohn-Sham gap = 8.4 eV

(5)
Computed, not measured: 11 unconnected molecules or ions with the total composition C18H60N18O11 at a distorted geometry, with the ωB97M-V functional and the def2-TZVPD basis.

Geometry as XYZ:
```
107
Properties=species:S:1:pos:R:3:lowdin_charge:R:1
C 10.82 33.03 -1.76 -0.124
O 11.67 32.30 -0.86 -0.179
C 10.97 31.21 -0.16 -0.170
C 11.98 30.26 0.47 -0.441
C 12.94 29.62 -0.54 -0.072
N 11.34 29.16 1.13 0.014
H 9.90 33.41 -1.33 0.075
H 10.49 32.57 -2.68 0.078
H 11.39 33.89 -2.11 0.082
H 10.37 31.69 0.62 0.117
H 10.18 30.69 -0.71 0.121
H 12.61 30.77 1.20 0.138
H 12.42 29.07 -1.33 0.082
H 13.64 28.93 -0.06 0.074
H 13.50 30.44 -0.98 0.070
H 12.02 28.43 1.31 0.063
H 10.53 28.70 0.75 0.071
C 9.58 23.08 -10.65 -0.099
O 10.78 22.48 -10.13 -0.168
C 11.28 23.17 -9.03 -0.189
C 10.28 23.50 -7.84 -0.486
C 10.97 24.06 -6.65 -0.083
N 9.58 22.30 -7.59 0.030
H 8.79 23.13 -9.90 0.064
H 9.20 22.47 -11.47 0.092
H 9.62 24.14 -10.94 0.089
H 12.06 22.60 -8.52 0.126
H 11.71 24.12 -9.37 0.120
H 9.49 24.20 -8.12 0.119
H 11.59 24.95 -6.77 0.083
H 11.64 23.31 -6.24 0.079
H 10.48 24.23 -5.70 0.077
H 8.81 22.37 -6.93 0.084
H 9.22 21.87 -8.44 0.063
N 4.30 33.49 -8.87 0.171
C 4.63 34.42 -8.09 -0.803
N 5.36 33.99 -7.08 0.146
O 4.18 35.57 -8.05 0.013
H 4.94 32.71 -9.01 0.120
H 3.72 33.74 -9.65 0.131
H 5.70 33.04 -7.09 0.103
H 5.48 34.59 -6.28 0.118
N 16.16 20.55 0.67 0.158
C 16.50 21.40 -0.20 -0.833
N 15.64 22.37 -0.16 0.156
O 17.52 21.34 -0.85 0.050
H 15.33 20.75 1.21 0.108
H 16.54 19.62 0.78 0.132
H 14.75 22.21 0.29 0.104
H 15.64 23.01 -0.94 0.126
N 17.38 24.44 -6.65 0.168
C 17.18 25.53 -5.97 -0.796
N 17.72 26.62 -6.51 0.144
O 16.74 25.62 -4.86 0.042
H 17.86 24.39 -7.53 0.112
H 17.25 23.61 -6.09 0.123
H 18.15 26.58 -7.43 0.094
H 17.52 27.58 -6.29 0.113
N 12.45 22.74 4.75 0.143
C 11.60 23.37 5.48 -0.785
N 10.47 23.29 4.86 0.153
O 11.80 23.83 6.63 0.010
H 12.11 22.19 3.97 0.116
H 13.37 22.86 5.14 0.129
H 9.71 23.85 5.21 0.128
H 10.66 23.09 3.89 0.106
N 18.93 29.84 4.75 0.176
C 17.84 30.30 4.33 -0.839
N 16.86 29.57 4.77 0.144
O 17.64 31.25 3.59 0.032
H 18.77 29.01 5.31 0.122
H 19.62 30.57 4.67 0.141
H 16.94 28.80 5.42 0.106
H 15.92 29.77 4.47 0.119
N 7.02 39.41 -2.03 0.159
C 7.84 40.00 -2.88 -0.772
N 7.40 39.89 -4.06 0.152
O 9.01 40.41 -2.67 -0.007
H 6.12 39.21 -2.44 0.103
H 7.12 39.46 -1.03 0.120
H 6.43 39.73 -4.27 0.116
H 7.94 40.41 -4.74 0.130
N 5.86 28.19 0.89 0.168
C 6.02 27.71 -0.30 -0.875
N 5.59 28.44 -1.23 0.184
O 6.58 26.66 -0.44 0.042
H 6.25 27.71 1.69 0.130
H 5.31 29.03 0.86 0.103
H 5.61 28.17 -2.20 0.136
H 5.17 29.28 -0.88 0.112
N 14.30 38.85 0.00 0.158
C 15.19 38.26 0.72 -0.831
N 15.07 37.00 0.54 0.158
O 15.97 38.81 1.46 0.044
H 14.07 39.83 -0.10 0.124
H 13.62 38.26 -0.46 0.104
H 15.60 36.42 1.18 0.127
H 14.44 36.51 -0.07 0.116
C 4.17 33.45 2.31 -0.092
C 4.87 34.21 1.22 -0.373
O 4.65 33.56 0.03 -0.069
H 4.24 34.11 3.18 0.075
H 4.41 32.41 2.52 0.075
H 3.09 33.43 2.16 0.073
H 5.88 34.44 1.54 0.114
H 4.43 35.18 0.98 0.112
H 5.45 33.67 -0.49 0.085
```

Calculated values
DFT total energy = -68981.250 eV
E_LUMO = -0.31 eV
HOMO level = -8.89 eV
Kohn-Sham gap = 8.6 eV

(6)
Computed, not measured: a molecular structure, H8NO18S4Zn at a distorted geometry, with the ωB97M-V functional and the def2-TZVPD basis.

Geometry as XYZ:
```
32
Properties=species:S:1:pos:R:3:nbo_charge:R:1
Zn 17.15 26.29 1.68 1.774
N 15.08 29.32 2.30 -0.926
H 15.80 29.95 2.59 0.411
H 14.35 29.78 1.76 0.426
H 14.70 28.80 3.09 0.382
H 15.55 28.59 1.60 0.499
S 17.25 23.84 4.04 2.584
O 17.09 24.56 2.71 -1.152
O 15.89 23.48 4.56 -1.135
O 18.06 22.61 3.88 -1.104
O 17.90 24.78 5.01 -1.136
S 16.17 29.01 -0.49 2.578
O 17.22 29.03 -1.49 -1.020
O 16.54 28.10 0.70 -1.091
O 16.00 30.38 0.17 -1.181
O 14.88 28.58 -1.03 -1.068
S 20.58 26.66 0.98 2.590
O 21.30 26.96 2.26 -1.133
O 21.11 25.40 0.38 -1.105
O 19.11 26.53 1.27 -1.180
O 20.80 27.79 0.03 -1.119
S 15.16 24.55 -0.16 2.586
O 14.75 24.61 -1.59 -1.099
O 16.45 25.31 0.03 -1.119
O 14.11 25.26 0.69 -1.069
O 15.25 23.15 0.27 -1.060
O 17.64 27.67 3.40 -0.915
H 17.91 28.53 3.05 0.477
H 17.10 27.83 4.18 0.459
O 15.07 26.37 2.43 -1.056
H 14.41 26.71 3.04 0.417
H 14.56 25.91 1.64 0.486
```

Calculated values
DFT total energy = -130220.307 eV
E_LUMO = 9.89 eV
total charge = -5
HOMO level = 6.41 eV
Kohn-Sham gap = 3.5 eV

(7)
Computed, not measured: 17 unconnected molecules or ions with the total composition H33O17 at a distorted geometry, with the ωB97M-V functional and the def2-TZVPD basis.

Geometry as XYZ:
```
50
Properties=species:S:1:pos:R:3:nbo_charge:R:1
O -2.03 -3.87 -2.20 -0.966
H -2.94 -3.67 -2.33 0.476
H 0.16 -4.11 -3.73 0.503
O 2.38 -0.26 4.32 -1.008
H -4.29 4.77 -0.05 0.466
H 2.83 1.22 -1.20 0.455
O -2.38 2.55 -1.42 -0.968
H 2.62 3.55 2.29 0.464
H -2.40 3.34 -0.84 0.501
O 1.69 -3.64 0.23 -0.994
H 2.00 -2.68 -0.09 0.506
H 0.87 -3.35 0.66 0.479
O -0.11 0.79 0.96 -1.254
H 0.88 3.45 0.42 0.456
O 2.57 2.14 -1.42 -0.998
H -0.37 1.71 -2.40 0.465
H 1.96 0.08 -0.06 0.509
O 0.39 -3.31 -4.17 -0.997
H 0.62 -5.98 -1.41 0.442
H 1.23 -3.06 -4.57 0.493
O -1.80 -0.94 2.08 -1.004
H 1.53 2.20 -1.10 0.497
H -1.05 -1.56 2.05 0.449
O -0.01 -5.24 -1.26 -0.912
H -1.45 -3.20 -1.88 0.491
H 3.17 -0.76 4.38 0.491
O -3.34 4.94 0.01 -0.930
H -3.28 4.67 0.95 0.472
H 0.76 -4.69 -1.39 0.466
O 2.77 3.96 3.13 -0.924
H -0.85 0.94 1.52 0.413
H -2.07 1.92 -0.75 0.460
O 0.26 3.10 -0.22 -0.995
H 3.85 -4.45 -0.21 0.509
H 3.03 -0.69 0.84 0.480
O -4.46 1.07 1.39 -0.992
H -3.82 1.57 0.93 0.488
H 0.00 2.20 0.12 0.511
O -1.73 3.36 2.00 -0.936
H -0.79 3.26 2.18 0.482
H -1.77 4.23 2.47 0.454
O -0.67 1.05 -3.07 -0.930
H -4.22 0.41 2.07 0.504
H -1.11 -0.28 1.61 0.475
O 2.47 -0.70 0.08 -0.978
H 3.58 4.43 2.86 0.460
H -1.32 0.95 -2.31 0.463
O 3.73 -5.12 -0.84 -0.999
H 3.00 -5.34 -1.39 0.491
H 1.94 0.14 3.58 0.517
```

Calculated values
DFT total energy = -35341.039 eV
E_LUMO = 2.20 eV
total charge = -1
HOMO level = -6.40 eV
relative energy (zero: lowest compared OMol25 entry of this formula, charge and spin) = 147.55 kcal per mole
Kohn-Sham gap = 8.6 eV

(8)
Computed, not measured: 2 unconnected molecules or ions with the total composition C8H7NO at a distorted geometry, with the ωB97M-V functional and the def2-TZVPD basis.

Geometry as XYZ:
```
17
Properties=species:S:1:pos:R:3:nbo_charge:R:1
C -2.98 -0.52 0.16 -0.311
C -2.02 -1.56 -0.05 -0.148
C -2.29 0.67 0.19 -0.001
C -0.75 -0.94 -0.11 -0.040
C 1.22 0.29 0.14 -0.134
C 0.22 1.19 0.14 -0.064
C 2.96 1.82 0.28 -0.537
C 0.66 -1.16 -0.07 0.490
N -0.96 0.42 0.05 -0.336
O 1.27 -2.18 -0.30 -0.493
H -4.04 -0.57 0.04 0.227
H -2.19 -2.56 -0.02 0.218
H -2.83 1.64 0.19 0.225
H 2.29 1.13 1.01 0.264
H 0.14 2.24 0.56 0.247
H 2.49 2.26 -0.61 0.199
H 3.93 1.31 0.12 0.193
```

Calculated values
DFT total energy = -11940.518 eV
E_LUMO = -0.71 eV
HOMO level = -8.86 eV
relative energy (zero: lowest compared OMol25 entry of this formula, charge and spin) = 130.57 kcal per mole
Kohn-Sham gap = 8.2 eV